Record 1
Here is a cluster of 9 separate species, C16H23Cl24NO3S in total in a non-equilibrium geometry from OMol25. Energies are from wB97M-V/def2-TZVPD.

The structure (SMILES) is C=C[C@H]1[C@H](NCC)CCOS1(=O)=O.ClC(Cl)Cl.ClC(Cl)Cl.ClC(Cl)Cl.ClC(Cl)Cl.ClC(Cl)Cl.ClC(Cl)Cl.ClC(Cl)Cl.ClC(Cl)Cl. The value obtained for the HOMO energy is -9.30 eV. The spin multiplicity is 1. The LUMO energy is 0.264 eV. The calculation puts the HOMO-LUMO gap at 9.565 eV.

Each line ends with the Löwdin charge.
Atoms and positions in Å:
C1 -0.14750 -1.63997 2.47295  0.014
C2 -0.59984 -1.21851 1.19776  -0.134
C3 -1.54222 0.03918 1.08968  -0.266
C4 -0.80052 1.42315 0.80339  -0.341
N1 0.33001 1.72892 1.71710  -0.052
C5 1.53396 1.97800 0.82890  -0.260
C6 2.76076 2.24470 1.82533  -0.154
C7 -1.92522 2.57443 0.99000  -0.110
C8 -2.94754 2.44438 -0.25020  -0.233
O1 -3.79081 1.25101 -0.16614  -0.276
S1 -2.83211 -0.13248 -0.26204  0.768
O2 -3.64683 -1.37591 -0.13195  -0.318
O3 -2.15890 -0.13837 -1.61621  -0.339
H1 -0.74697 -1.52866 3.42340  0.075
H2 0.85110 -2.18043 2.56627  0.075
H3 -0.24753 -1.84802 0.31627  0.040
H4 -2.14212 0.10868 2.06668  0.149
H5 -0.46428 1.44213 -0.28264  0.138
H6 0.57184 0.93968 2.32810  0.082
H7 1.27152 2.88824 0.20144  0.080
H8 1.67710 1.02821 0.20149  0.124
H9 2.42041 3.08890 2.51800  0.057
H10 3.71515 2.48354 1.26668  0.034
H11 2.94513 1.32467 2.47795  0.038
H12 -2.52816 2.25627 1.90991  0.069
H13 -1.47897 3.60718 1.10123  0.113
H14 -3.64381 3.35645 -0.17744  0.051
H15 -2.40256 2.52772 -1.24933  0.133
Cl1 -5.03460 2.64336 2.68861  0.582
C9 -5.96727 4.06217 2.20173  -1.505
Cl2 -6.30945 5.08804 3.60080  0.529
Cl3 -5.11595 4.98401 0.94993  0.563
H16 -6.91340 3.72127 1.78873  0.020
Cl4 -0.32145 -5.32610 -3.00127  0.500
C10 -0.63192 -4.36250 -1.54961  -1.492
Cl5 -1.39549 -5.35036 -0.29803  0.539
Cl6 0.87256 -3.64865 -0.94691  0.557
H17 -1.31323 -3.55551 -1.81239  0.021
Cl7 3.65485 5.74401 0.94726  0.507
C11 4.29329 5.12272 -0.58012  -1.515
Cl8 5.66790 4.04737 -0.28858  0.530
Cl9 3.02550 4.28308 -1.48461  0.548
H18 4.63813 5.96412 -1.17593  0.016
Cl10 1.12742 -6.69296 -8.19817  0.535
C12 0.81240 -5.72422 -6.75319  -1.513
Cl11 0.04614 -6.70966 -5.49890  0.488
Cl12 2.30988 -5.00497 -6.14706  0.528
H19 0.13038 -4.92103 -7.02128  0.022
Cl13 4.94426 3.60569 4.27142  0.531
C13 4.53359 2.42411 5.52205  -1.525
Cl14 4.50901 3.18952 7.11641  0.523
Cl15 2.97455 1.66337 5.17305  0.543
H20 5.29779 1.65091 5.52586  0.016
Cl16 3.27722 -8.15892 -3.39758  0.514
C14 2.95436 -7.18413 -1.95699  -1.556
Cl17 2.18368 -8.16342 -0.70191  0.517
Cl18 4.44844 -6.45723 -1.34897  0.515
H21 2.27192 -6.38312 -2.23236  -0.039
Cl19 -0.50693 6.47366 2.47462  0.515
C15 0.52651 7.90750 2.39745  -1.539
Cl20 1.86187 7.77353 3.55004  0.515
Cl21 1.14336 8.14219 0.75657  0.501
H22 -0.07132 8.77493 2.66572  0.014
Cl22 -3.60142 -8.97705 -3.75099  0.521
C16 -3.49432 -7.60006 -4.85584  -1.563
Cl23 -3.39361 -8.15383 -6.53318  0.510
Cl24 -4.87751 -6.51931 -4.63894  0.523
H23 -2.58823 -7.04558 -4.62397  -0.050

=====

Record 2
Here is a structure of composition C42H51BrCl3CoGeN3O4 from OMol25. Energies are from wB97M-V/def2-TZVPD.

The calculation puts the energy relative to the best compared isomer or geometry (same formula, charge and spin) at 21.3 kcal/mol. The value obtained for the HOMO energy (alpha / beta) is -10.40 / -10.45 eV. The spin multiplicity is 3. The LUMO energy (alpha / beta) is -4.980 / -4.966 eV. The calculation puts the HOMO-LUMO gap (alpha / beta) at 5.418 / 5.480 eV. Its expectation value of S² is 2.237. The total charge is +1.

Each line ends with the Mulliken spin population.
Atoms and positions in Å:
Co1 2.01702 0.02804 1.51111  2.290
C1 -2.86113 -5.00212 0.65509  0.002
C2 -1.60821 -5.25379 -0.19537  0.001
C3 -1.22716 -6.72884 -0.07911  0.000
C4 -1.92669 -4.94698 -1.66561  0.001
C5 -0.48828 -4.33433 0.29145  0.009
C6 -0.64086 -2.96469 0.17809  -0.007
C7 0.32913 -2.10237 0.67473  -0.017
N1 0.17805 -0.62936 0.64086  -0.043
C8 -0.82059 1.59514 1.08354  0.026
C9 -1.93068 2.26359 0.57070  -0.003
C10 -1.91409 3.61732 0.29403  0.010
C11 -0.78423 4.31776 0.68774  -0.006
C12 0.33278 3.73889 1.28140  0.011
C13 0.35069 2.32839 1.39532  -0.002
O1 1.47490 1.71737 1.79708  0.062
C14 1.37360 4.73793 1.82710  0.001
C15 2.65225 4.13377 2.39776  0.001
C16 0.68368 5.51052 2.96440  0.001
C17 1.78647 5.72489 0.72427  0.001
C18 -3.13170 4.29010 -0.33901  0.000
C19 -4.21475 4.48408 0.73008  0.001
C20 -3.69316 3.40712 -1.46464  0.002
C21 -2.77007 5.65233 -0.93614  0.000
C22 1.51355 -2.58721 1.23679  -0.006
O2 2.42609 -1.72805 1.73609  0.070
C23 1.71813 -3.98152 1.31699  0.005
C24 0.69078 -4.80240 0.86821  0.001
C25 3.02012 -4.58363 1.84985  0.008
C26 2.96635 -6.11184 1.86501  0.000
C27 4.16548 -4.17504 0.91366  0.001
C28 3.28665 -4.11706 3.28903  0.003
H1 -3.67507 -5.65753 0.33954  0.000
H2 -3.20728 -3.97063 0.55663  0.000
H3 -2.66035 -5.19413 1.71064  0.000
H4 -2.04377 -7.34665 -0.45425  0.000
H5 -1.04495 -7.01953 0.95668  0.000
H6 -0.33643 -6.96529 -0.66389  0.000
H7 -2.66287 -5.65596 -2.04772  0.000
H8 -1.03052 -5.02070 -2.28432  0.000
H9 -2.34700 -3.94576 -1.78701  0.000
H10 -1.53661 -2.58852 -0.28036  -0.003
H11 -2.84716 1.72998 0.39017  -0.001
H12 -0.77318 5.38953 0.55432  0.000
H13 2.45231 3.46220 3.22626  -0.001
H14 3.27667 4.94952 2.76952  0.001
H15 3.22164 3.59672 1.64366  0.002
H16 0.37827 4.83267 3.76336  -0.001
H17 -0.20206 6.04263 2.61390  0.000
H18 1.37437 6.24266 3.38622  0.000
H19 2.17056 5.19617 -0.15043  0.000
H20 2.58122 6.37139 1.09923  0.000
H21 0.97226 6.37416 0.40228  0.000
H22 -4.49089 3.53164 1.18666  0.000
H23 -5.11335 4.92428 0.29330  0.000
H24 -3.86142 5.14582 1.52197  0.000
H25 -4.15139 2.49292 -1.08103  0.000
H26 -2.90370 3.13089 -2.17080  0.000
H27 -4.46548 3.94526 -2.01601  0.000
H28 -2.51474 6.37937 -0.16490  0.000
H29 -3.62367 6.05280 -1.48443  0.000
H30 -1.92707 5.57878 -1.62646  0.000
H31 0.83062 -5.86865 0.95190  -0.001
H32 2.79585 -6.52927 0.87072  0.000
H33 2.19685 -6.49245 2.54015  0.000
H34 3.92592 -6.48966 2.21876  0.000
H35 3.97459 -4.53934 -0.09887  0.000
H36 5.10121 -4.61912 1.25875  0.000
H37 4.29623 -3.09939 0.87949  0.001
H38 2.47780 -4.43823 3.94942  0.000
H39 3.38673 -3.03869 3.35593  0.001
H40 4.21272 -4.56586 3.65314  0.000
C29 -1.08285 -1.23827 3.45583  -0.001
O3 -0.62156 -0.07460 2.75929  -0.005
C30 -0.90906 0.09031 1.40532  -0.018
C31 -2.25984 -0.46649 1.02506  0.005
C32 -2.67173 -0.58975 -0.23343  0.002
Br1 -4.41240 -1.24218 -0.59095  0.000
C33 -1.93978 -0.22082 -1.44288  -0.003
C34 -0.63358 0.04272 -1.66016  0.032
C35 0.45992 -0.11017 -0.64241  -0.046
O4 1.62801 0.13295 -0.89119  -0.001
C36 -0.23621 0.49984 -3.00634  -0.004
N2 0.99110 0.85696 -3.37634  -0.001
C37 0.98966 1.25590 -4.70825  -0.001
C38 2.00818 1.70826 -5.53962  0.000
C39 1.64193 2.02061 -6.83106  0.000
C40 0.31504 1.88830 -7.27870  0.000
C41 -0.69258 1.43945 -6.45172  0.000
C42 -0.31859 1.12611 -5.15035  0.000
N3 -1.04885 0.65141 -4.06080  0.000
H41 -2.12578 -1.12242 3.75606  0.000
H42 -0.47204 -1.29877 4.35236  0.000
H43 -0.95347 -2.15023 2.87275  0.001
H44 -2.94557 -0.71979 1.82224  0.000
H45 -2.60817 -0.13343 -2.29238  0.000
H46 1.76588 0.80836 -2.72070  0.004
H47 3.02675 1.81050 -5.19348  0.000
H48 2.39407 2.37787 -7.52008  0.000
H49 0.08003 2.14712 -8.30141  0.000
H50 -1.71129 1.33997 -6.79866  0.000
H51 -2.03878 0.47181 -4.06725  0.000
Cl1 5.58941 -1.07652 2.39200  -0.044
Ge1 4.23069 0.56304 2.19762  -0.238
Cl2 4.25698 1.53679 4.10138  -0.048
Cl3 5.14347 1.85318 0.73566  -0.051

=====

Record 3
Here is a structure of composition C6H8OS in a non-equilibrium geometry from OMol25. Energies are from wB97M-V/def2-TZVPD.

The calculation puts the energy relative to the best compared isomer or geometry (same formula, charge and spin) at 61.5 kcal/mol. The value obtained for the HOMO energy is -9.11 eV. The spin multiplicity is 1. The LUMO energy is 0.665 eV. The calculation puts the HOMO-LUMO gap at 9.772 eV.

Each line ends with the Löwdin charge.
Atoms and positions in Å:
C1 -0.10716 0.59144 0.90000  -0.581
C2 1.27711 0.67673 0.20060  -0.252
C3 1.31640 -0.66918 -0.60751  -0.017
C4 0.25373 0.16338 -1.32540  -0.285
C5 -0.89548 0.10915 -0.35693  -0.329
C6 -2.02631 -0.51633 -0.54529  0.030
H1 -0.07907 0.10793 3.33244  -0.090
H2 -0.38917 1.57412 1.26354  0.106
H3 2.06823 1.08902 0.81096  0.145
H4 0.94063 -1.51615 -0.11954  0.079
H5 2.26818 -0.86105 -1.07749  0.115
H6 -0.11703 0.18848 -2.41920  0.180
H7 -2.18259 -1.06676 -1.49330  0.079
H8 -2.80036 -0.66466 0.31463  0.095
O1 0.97477 1.38468 -1.04416  -0.042
S1 -0.50189 -0.59079 2.16667  0.767

=====

Record 4
Here is an isolated molecule of C2H6O in a non-equilibrium geometry from OMol25. Energies are from wB97M-V/def2-TZVPD.

The structure (SMILES) is COC. The calculation puts the energy relative to the best compared isomer or geometry (same formula, charge and spin) at 53.8 kcal/mol. The value obtained for the HOMO energy is -9.95 eV. The spin multiplicity is 1. The LUMO energy is 1.073 eV. The calculation puts the HOMO-LUMO gap at 11.025 eV.

Each line ends with the Löwdin charge.
Atoms and positions in Å:
C1 1.04669 0.01179 -0.08887  -0.210
O1 0.02729 -0.85439 -0.09871  -0.213
C2 -1.03748 -0.03017 0.00579  -0.190
H1 1.16328 0.93214 -0.66497  0.097
H2 1.80196 -0.95939 0.03015  0.168
H3 1.13815 0.39261 0.90558  0.060
H4 -0.88895 0.69090 0.73057  0.053
H5 -1.95242 -0.67715 0.18439  0.113
H6 -1.29853 0.49367 -1.00393  0.123

=====

no.,molar mass (g/mol)
1,1160.3
2,979.7
3,128.2
4,46.1